C24H38FMgNS2SbSi as an isolated structure in a non-equilibrium geometry, computed with ωB97M-V with the def2-TZVPD basis set.

Each line ends with the Löwdin charge.
Atoms and positions in Å:
Mg  1.25  -0.96  0.88  0.304
S  1.01  -1.92  -1.33  0.537
C  -0.17  -3.14  -0.95  -0.710
C  -0.51  -3.99  -2.00  -0.174
C  -1.44  -5.00  -1.86  -0.127
C  -2.03  -5.20  -0.63  -0.127
C  -1.71  -4.38  0.43  -0.163
C  -0.80  -3.33  0.30  -0.733
S  -0.55  -2.34  1.72  0.503
H  -0.02  -3.82  -2.95  0.087
H  -1.68  -5.63  -2.71  0.088
H  -2.75  -6.00  -0.49  0.086
H  -2.17  -4.53  1.39  0.083
C  0.51  2.59  1.58  -0.180
Si  1.60  1.76  2.89  0.427
C  2.98  3.05  3.29  -0.173
C  0.51  1.54  4.45  -0.168
N  2.23  0.30  2.24  -0.137
C  3.14  -0.45  2.87  -0.351
C  3.58  -0.30  4.20  -0.046
C  4.52  -1.13  4.78  -0.112
C  5.09  -2.18  4.06  -0.121
C  4.70  -2.36  2.74  -0.029
C  3.77  -1.52  2.20  -0.208
F  3.40  -1.73  0.88  -0.028
H  0.29  3.62  1.86  0.027
H  -0.45  2.08  1.47  -0.009
H  1.00  2.61  0.61  0.002
H  2.54  3.99  3.63  0.016
H  3.58  3.27  2.42  0.019
H  3.65  2.70  4.07  0.007
H  -0.14  2.39  4.62  0.018
H  1.09  1.38  5.35  0.008
H  -0.12  0.66  4.32  0.025
H  3.15  0.50  4.79  0.076
H  4.81  -0.97  5.80  0.096
H  5.81  -2.83  4.52  0.089
H  5.11  -3.16  2.14  0.115
C  -3.57  2.55  -2.16  -0.171
C  -2.70  2.21  -0.97  -0.573
C  -3.58  1.82  0.21  -0.187
Sb  -1.11  0.60  -1.21  1.482
C  -1.91  -0.72  -2.84  -0.548
C  -3.13  -1.45  -2.30  -0.156
C  -2.20  -0.08  -4.19  -0.145
C  0.41  1.82  -2.33  -0.555
C  1.40  0.93  -3.07  -0.186
C  -0.17  2.86  -3.26  -0.162
H  -4.22  3.41  -1.93  0.069
H  -4.21  1.71  -2.42  0.059
H  -2.98  2.82  -3.03  0.045
H  -2.12  3.10  -0.69  0.069
H  -4.16  0.93  -0.03  0.064
H  -4.28  2.63  0.44  0.068
H  -2.99  1.62  1.10  0.053
H  -1.09  -1.44  -2.96  0.029
H  -3.95  -0.76  -2.13  0.056
H  -2.89  -1.96  -1.36  0.061
H  -3.46  -2.21  -3.01  0.075
H  -3.01  0.64  -4.12  0.054
H  -2.49  -0.85  -4.90  0.073
H  -1.31  0.41  -4.57  0.043
H  0.95  2.34  -1.53  0.053
H  0.90  0.35  -3.85  0.063
H  1.89  0.24  -2.39  0.002
H  2.17  1.54  -3.55  0.071
H  -0.73  2.40  -4.07  0.052
H  0.63  3.45  -3.72  0.070
H  -0.82  3.55  -2.73  0.053

Computed properties:
HOMO energy	-0.13953	Eh
total charge	-1
calculated total energy	-71248.696	eV
2S+1	1
frontier orbital gap	6.6	eV

=====

A 7-piece molecular cluster, C24H38FO17S overall in a non-equilibrium geometry, computed with ωB97M-V with the def2-TZVPD basis set.

Each line ends with the Löwdin charge.
Atoms and positions in Å:
F  0.09  0.68  -0.24  -0.534
C  0.88  -2.39  -3.53  0.020
C  0.81  -3.09  -2.23  -0.273
C  -0.05  -2.47  -1.17  -0.065
O  -1.17  -3.39  -1.03  0.094
C  -0.97  -4.36  -1.89  -0.649
O  -1.79  -5.35  -1.81  0.040
O  0.07  -4.28  -2.49  0.180
H  1.22  -2.96  -4.37  0.098
H  1.86  -1.67  -3.43  0.142
H  0.13  -1.88  -3.70  -0.006
H  1.79  -3.27  -1.89  0.133
H  -0.41  -1.34  -1.39  0.158
H  0.53  -2.48  -0.34  0.079
C  2.11  1.23  -3.27  -0.008
C  0.54  1.19  -3.34  -0.295
C  -0.16  2.41  -2.87  -0.116
O  -1.17  2.65  -3.89  0.041
C  -1.08  1.81  -4.96  -0.536
O  -1.80  1.75  -5.89  0.172
O  0.05  1.03  -4.74  0.058
H  2.62  1.93  -2.34  0.157
H  2.45  1.84  -4.01  0.031
H  2.64  0.31  -3.28  0.024
H  0.26  0.45  -2.74  0.050
H  0.41  3.29  -2.50  0.132
H  -0.64  1.98  -1.88  0.126
C  -1.78  3.63  0.87  -0.001
C  -0.59  2.96  1.70  -0.309
C  0.81  3.24  1.19  -0.155
O  1.47  3.96  2.16  0.107
C  0.58  4.09  3.19  -0.589
O  0.83  4.68  4.18  0.160
O  -0.60  3.66  2.86  0.080
H  -2.61  3.19  1.26  0.010
H  -1.83  3.31  -0.31  0.127
H  -1.86  4.74  0.95  0.091
H  -0.98  1.86  1.96  0.167
H  0.78  3.73  0.22  0.135
H  1.20  2.40  0.88  0.034
C  -0.65  0.20  4.73  -0.030
C  -0.46  -0.83  3.53  -0.321
C  0.85  -0.53  2.68  -0.054
O  1.82  -1.45  3.26  0.047
C  1.17  -2.36  3.94  -0.511
O  1.82  -3.27  4.45  0.123
O  -0.23  -2.14  3.99  0.048
H  0.30  0.59  5.21  0.093
H  -1.44  -0.22  5.56  0.117
H  -1.31  1.08  4.35  0.085
H  -1.30  -0.94  2.81  0.131
H  1.34  0.53  2.69  0.156
H  0.59  -0.88  1.64  0.112
C  5.31  0.53  0.36  0.037
C  4.12  -0.25  0.80  -0.309
C  3.40  -0.96  -0.30  -0.115
O  3.26  -2.28  0.15  0.038
C  3.95  -2.38  1.38  -0.509
O  4.11  -3.43  1.99  0.132
O  4.43  -1.23  1.75  0.138
H  5.92  0.00  0.00  -0.025
H  5.93  0.77  1.34  0.170
H  4.92  1.15  -0.20  0.021
H  3.57  0.50  1.22  0.119
H  4.09  -1.15  -1.16  0.143
H  2.59  -0.51  -0.84  0.102
C  -2.95  -0.41  0.23  -0.169
C  -3.46  -0.57  -1.20  -0.227
C  -4.93  -0.34  -1.27  -0.198
S  -5.50  -0.80  0.36  0.634
O  -6.24  -1.99  0.46  -0.302
O  -6.07  0.43  0.90  -0.346
C  -4.00  -1.13  1.19  -0.244
H  -3.00  0.62  0.65  0.105
H  -1.83  -0.79  0.37  0.118
H  -3.41  -1.47  -1.48  0.048
H  -3.01  -0.11  -1.93  0.071
H  -5.57  -0.93  -1.79  0.062
H  -5.17  0.87  -1.43  0.185
H  -3.76  -2.16  1.48  0.109
H  -3.86  -0.83  2.25  0.106

Computed properties:
HOMO energy	-0.27603	Eh
total charge	-1
calculated total energy	-73857.122	eV
2S+1	1
frontier orbital gap	9.5	eV

=====

C24H39BHgN2O2 as an isolated structure, computed with ωB97M-V with the def2-TZVPD basis set.

Each line ends with the Löwdin spin population.
Atoms and positions in Å:
Hg  0.44  -1.93  2.40  0.066
C  -1.54  0.34  4.35  0.030
C  -2.47  0.15  3.27  0.272
C  -2.84  -1.22  3.20  0.013
C  -2.15  -1.88  4.19  0.208
C  -1.33  -0.89  4.92  0.183
C  -0.43  -1.19  6.07  0.022
C  -2.27  -3.32  4.57  0.026
C  -3.72  -1.84  2.15  -0.009
C  -2.94  1.20  2.32  0.048
C  -0.88  1.62  4.75  -0.005
H  0.62  -1.16  5.77  0.009
H  -0.63  -2.17  6.49  0.000
H  -0.56  -0.45  6.87  0.004
H  -1.32  -3.84  4.45  0.010
H  -3.01  -3.82  3.95  0.000
H  -2.58  -3.43  5.62  0.007
H  -3.12  -2.33  1.38  -0.003
H  -4.32  -1.08  1.65  0.000
H  -4.40  -2.58  2.57  -0.001
H  -4.03  1.22  2.26  0.011
H  -2.56  1.00  1.31  0.015
H  -2.60  2.19  2.62  0.000
H  0.12  1.71  4.31  -0.001
H  -0.76  1.67  5.84  -0.001
H  -1.46  2.49  4.44  0.000
C  3.03  2.51  -0.16  0.000
C  3.57  1.68  1.00  0.000
C  4.41  0.52  0.44  0.000
C  4.42  2.55  1.92  0.000
N  2.39  1.21  1.74  0.002
N  2.62  0.37  2.85  0.004
H  3.85  2.99  -0.70  0.000
H  2.35  3.27  0.22  0.000
H  2.48  1.87  -0.85  0.000
H  5.13  0.90  -0.29  0.000
H  3.76  -0.21  -0.05  0.000
H  4.98  0.01  1.23  0.000
H  5.27  2.96  1.37  0.000
H  4.81  1.99  2.76  0.000
H  3.82  3.38  2.30  0.000
H  1.76  0.68  1.12  0.003
H  2.76  0.94  3.68  0.000
H  3.41  -0.25  2.74  0.001
C  -1.15  -1.44  -6.92  0.000
C  -1.17  -0.13  -6.11  0.000
C  -2.62  0.28  -5.91  0.000
C  -0.47  0.97  -6.92  0.000
C  -0.43  -0.34  -4.78  0.000
C  0.91  -0.72  -4.79  0.000
C  1.63  -0.94  -3.62  0.000
C  0.98  -0.77  -2.42  0.002
O  1.44  -0.90  -1.14  0.008
B  0.34  -0.61  -0.24  0.061
O  -0.77  -0.30  -1.10  0.009
C  -0.36  -0.40  -2.39  0.003
C  -1.08  -0.18  -3.55  0.000
H  -1.64  -1.30  -7.88  0.000
H  -1.67  -2.22  -6.37  0.000
H  -0.13  -1.78  -7.10  0.000
H  -3.11  0.40  -6.88  0.000
H  -2.70  1.23  -5.38  0.000
H  -3.18  -0.47  -5.35  0.000
H  -1.00  1.15  -7.86  0.000
H  0.56  0.71  -7.15  0.000
H  -0.45  1.90  -6.35  0.000
H  1.43  -0.85  -5.74  0.000
H  2.67  -1.25  -3.65  0.000
H  -2.11  0.12  -3.47  0.000

Computed properties:
HOMO energy (spin up / spin down)	-0.09335 / -0.08668	Eh
total charge	-1
⟨S²⟩	0.771
calculated total energy	-37447.947	eV
2S+1	2
frontier orbital gap (spin up / spin down)	5.1 / 4.5	eV

=====

Q: The highest 2S+1 belongs to which entry?
A: C24H39BHgN2O2